DFT (ωB97M-V/def2-TZVPD) results for a single C8H10ClNO2 molecule at a distorted geometry.

Summary:
Frontier orbital gap: 8.46 eV
ΔE to the lowest compared entry with this formula, charge and spin: 5.5114 eV
Net charge: 0
LUMO: 0.2 eV
SMILES string: NCCc1cc(O)c(Cl)cc1O
Max |F|: 6.29 eV Å⁻¹
HOMO: -8.29 eV

Each line ends with the Löwdin charge.
Element x y z (Å)
O -0.70130 -1.89624 -1.30016  -0.0773
H 0.84365 1.91422 0.84371  0.1066
N -0.25510 -2.29089 1.68849  -0.0398
H -0.97156 -2.54479 -0.31408  0.2041
O 0.07793 3.56832 -0.57780  0.0146
C -0.25770 2.31661 -0.68609  -0.4819
C -1.29562 0.41487 -1.76253  -0.0328
H -1.87809 -0.19270 -2.42634  0.1243
C -0.51075 -0.55029 -1.08307  -0.3087
H 2.00276 0.22599 1.08107  0.1482
H -0.33645 -3.10394 0.83715  0.1481
Cl -1.88877 2.95343 -2.49238  0.7563
C 0.26195 1.35332 0.16321  0.0309
H -0.10823 3.96473 -1.64342  0.1928
H -1.07774 -1.49966 1.48564  0.1609
H 1.69862 -1.86808 2.32658  0.0811
C 0.83334 -1.45987 1.92722  -0.4118
C -1.14543 1.73482 -1.54996  -0.6202
H 2.16854 -1.61415 0.26112  0.1642
C 1.42487 -0.79857 0.75992  -0.1850
C 0.47380 -0.04328 -0.18031  -0.1257
H 0.64129 -0.58385 2.64202  0.1510